Density functional theory data (ωB97M-V/def2-TZVPD) for a single C6H11N molecule at a distorted geometry.

As for the gap between HOMO and LUMO: 9.59 eV. As for the structure (SMILES): C=C1CCN(C)C1. The value obtained for the relative energy (zero: lowest compared OMol25 entry of this formula, charge and spin) is 1.163 eV. Its HOMO energy is -8.5 eV. The total energy comes out at -7889.36803 eV.

Structure (XYZ):
```
18
Properties=species:S:1:pos:R:3:forces:R:3:lowdin_charge:R:1
C -1.7291 0.0561 -0.9717 -1.375 0.526 -0.712 -0.12
C 0.4657 -0.9480 -1.1466 0.808 0.117 1.107 -0.17
C 1.2934 0.2171 -0.4848 0.304 0.042 -0.633 -0.13
C 0.6717 0.3599 0.8926 0.038 0.714 0.468 -0.30
C 0.9694 1.2271 1.8731 0.524 -0.389 -0.838 0.04
C -0.4761 -0.6300 0.9287 -0.405 -0.183 0.742 -0.18
H -1.3525 1.0917 -0.9485 0.008 0.009 -0.031 0.09
H -2.6994 0.0489 -0.4186 0.777 -0.075 -0.207 0.09
H -2.0039 -0.1891 -2.0186 0.333 0.105 0.504 0.09
H 0.3696 -0.8683 -2.2184 -0.242 0.179 -0.271 0.10
H 1.0125 -1.9087 -0.9524 -0.692 0.646 0.020 0.12
H 2.3575 -0.0277 -0.4587 -0.023 -0.052 0.191 0.11
H 1.2473 1.1530 -1.0758 -0.261 -0.372 0.357 0.11
H 0.4078 1.2387 2.8007 -0.001 -0.005 -0.071 0.05
H 1.8284 1.9146 1.7981 -0.555 -0.355 -0.002 0.06
H -1.3783 -0.2453 1.4356 0.532 -0.207 0.097 0.13
H -0.1621 -1.5798 1.4046 -0.074 0.434 -0.004 0.13
N -0.8220 -0.9101 -0.4391 0.304 -1.135 -0.719 -0.24
```
Positions in Å, forces in eV/Å.

Density functional theory data (ωB97M-V/def2-TZVPD) for C6H11N as an isolated structure at a distorted geometry.

As for the gap between HOMO and LUMO: 10.49 eV. The value obtained for the relative energy (zero: lowest compared OMol25 entry of this formula, charge and spin) is 3.561 eV. Its HOMO energy is -9.6 eV. The total energy comes out at -7886.97061 eV.

Structure (XYZ):
```
18
Properties=species:S:1:pos:R:3:forces:R:3:lowdin_charge:R:1
C 1.1144 -0.0179 1.2703 1.101 -0.637 0.537 -0.18
C 0.8280 0.4830 -0.0959 2.769 -2.178 -2.003 -0.26
C -0.3261 -0.6501 0.0697 0.024 1.448 0.568 -0.52
C 0.5939 1.9476 -0.3483 -2.538 -1.207 2.265 -0.09
C -0.1348 -1.8554 -0.7754 2.430 -0.852 0.537 -0.05
C -1.7316 -0.0002 0.2299 2.453 -0.902 3.035 -0.01
N 0.2184 -0.9146 1.4372 0.563 0.429 -0.131 0.11
H 1.9969 0.0938 1.9084 -0.342 0.428 0.172 0.11
H 2.0123 0.0280 -0.8988 -3.627 1.239 2.051 0.23
H -0.0624 2.2975 0.5255 0.591 -0.145 -1.395 0.11
H 0.1428 2.1780 -1.2863 -0.360 0.095 -0.646 0.07
H 1.4891 2.4352 -0.2361 2.195 1.377 0.071 0.04
H 0.9491 -1.8816 -1.1351 -1.678 0.296 -0.342 0.09
H -0.9156 -1.8147 -1.4642 -0.686 -0.460 -2.012 0.06
H -0.1455 -2.8205 -0.2498 -0.717 0.449 0.366 0.09
H -2.5457 -0.6549 0.0954 -0.898 -1.019 0.059 0.06
H -1.8644 0.8206 -0.3810 -0.210 1.821 -1.330 0.04
H -1.6189 0.3262 1.3345 -1.072 -0.181 -1.802 0.12
```
Positions in Å, forces in eV/Å.

Density functional theory data (ωB97M-V/def2-TZVPD) for a 2-piece molecular cluster, C6H11N overall at a distorted geometry.

As for the gap between HOMO and LUMO (alpha / beta): 6.54 / 7.31 eV. The value obtained for the relative energy (zero: lowest compared OMol25 entry of this formula, charge and spin) is 1.993 eV. Its HOMO energy (alpha / beta) is -5.3 / -9.5 eV. The spin multiplicity is 3. The total energy comes out at -7883.52004 eV.

Structure (XYZ):
```
18
Properties=species:S:1:pos:R:3:forces:R:3:lowdin_charge:R:1
C -2.4720 1.1217 0.0416 -0.349 0.534 -0.316 -0.11
C 0.6807 -2.2987 -0.6621 0.765 -2.562 -7.513 0.04
C -1.5252 0.0407 0.4519 -1.975 1.553 3.882 -0.27
C 0.2497 -1.3772 0.2080 -4.479 7.262 1.761 -0.26
C 1.8387 1.1393 0.6423 0.263 -0.878 -0.388 -0.11
C 2.0663 0.8538 -0.6398 0.135 0.288 -1.853 -0.13
N -0.5581 -0.3488 -0.2730 2.697 -4.127 -0.225 0.01
H -3.4302 0.6921 -0.2517 -0.348 -0.127 0.496 0.07
H -2.6164 1.8838 0.8100 -0.248 -0.356 0.339 0.07
H 1.2221 -3.0720 -0.2980 1.760 -2.393 0.649 0.01
H 0.4083 -2.2748 -1.8003 0.483 -0.039 2.565 0.12
H -1.6515 -0.2924 1.6078 0.223 0.313 -2.572 0.15
H 0.3276 -1.5424 1.2502 -0.118 -0.071 1.207 0.10
H 2.5917 0.7167 1.3494 -1.002 0.842 -0.080 0.06
H -2.2570 1.7252 -0.8373 0.904 -0.335 -0.284 0.07
H 0.8360 1.5706 0.9171 1.523 -0.353 0.106 0.06
H 2.9676 0.2987 -1.0753 -1.210 0.929 1.070 0.07
H 1.3218 1.1637 -1.4408 0.976 -0.478 1.156 0.07
```
Positions in Å, forces in eV/Å.

Density functional theory data (ωB97M-V/def2-TZVPD) for an isolated ion of composition C6H11N and charge +1 at a distorted geometry.

The charge is +1. As for the gap between HOMO and LUMO (alpha / beta): 9.45 / 5.83 eV. The value obtained for the relative energy (zero: lowest compared OMol25 entry of this formula, charge and spin) is 2.673 eV. Its HOMO energy (alpha / beta) is -13.3 / -13.2 eV. The spin multiplicity is 2. The total energy comes out at -7879.61093 eV.

Structure (XYZ):
```
18
Properties=species:S:1:pos:R:3:forces:R:3:lowdin_charge:R:1
C 0.1050 3.2419 0.0511 2.500 1.872 0.378 0.15
C 0.0877 1.8908 -0.0513 -1.322 -1.663 0.481 -0.14
N -1.0293 1.2036 -0.4783 0.583 -1.057 -0.469 0.12
C -1.0322 -0.1822 -1.2697 1.561 1.036 0.897 -0.07
C 1.0077 -2.5662 1.0579 -1.392 -0.299 2.215 -0.11
C -0.0053 -1.4965 0.7210 2.012 1.311 -2.179 -0.14
C -0.0234 -1.1869 -0.6317 0.444 0.722 0.714 -0.12
H -0.5582 3.9597 -0.4481 -0.162 -0.653 0.430 0.10
H 1.0760 3.7265 0.4777 -1.982 -1.000 -0.705 0.13
H 0.8632 1.2421 0.3779 0.190 0.380 -0.862 0.14
H -1.9002 1.5674 -0.0925 -0.195 0.114 -0.886 0.16
H -2.0069 -0.6272 -1.2037 -0.660 0.321 0.303 0.10
H -0.8940 0.1026 -2.3580 0.321 -0.314 1.360 0.14
H 1.7265 -2.6277 0.2760 0.811 -0.241 -0.240 0.06
H 1.3949 -2.3511 2.0689 0.547 0.022 -0.642 0.08
H 0.5548 -3.5696 1.2341 0.002 0.640 -0.516 0.10
H -0.2180 -0.7512 1.5585 -1.044 -1.423 -1.239 0.13
H 0.8517 -1.5762 -1.2897 -2.216 0.231 0.959 0.14
```
Positions in Å, forces in eV/Å.

Density functional theory data (ωB97M-V/def2-TZVPD) for an isolated ion of composition C6H11N2 and charge +1 at a distorted geometry.

The charge is +1. As for the gap between HOMO and LUMO: 8.15 eV. As for the structure (SMILES): [NH3+]CCc1cc[nH]c1. The value obtained for the relative energy (zero: lowest compared OMol25 entry of this formula, charge and spin) is 1.322 eV. Its HOMO energy is -11.8 eV. The total energy comes out at -9373.41231 eV.

Structure (XYZ):
```
19
Properties=species:S:1:pos:R:3:forces:R:3:lowdin_charge:R:1
C -1.0796 -0.5323 -1.4438 -1.952 -1.967 -0.224 -0.15
C -0.5120 -1.0676 -0.1548 0.027 0.384 1.419 -0.16
C 0.2199 -0.0367 0.6824 -0.318 -0.068 -0.010 -0.25
C -0.0796 1.3018 0.7190 1.371 0.704 1.164 -0.07
N 0.5859 1.8478 1.8243 -0.282 -1.075 -0.716 0.03
C 1.2588 0.8352 2.5042 -1.537 1.456 -0.164 -0.09
C 1.0183 -0.3059 1.8319 0.239 -1.512 -0.557 -0.07
N -0.0325 -0.5220 -2.5378 0.079 0.341 0.508 0.22
H -1.7177 0.3621 -1.3880 1.140 0.264 -0.010 0.14
H -1.8397 -1.2560 -1.7850 0.415 0.024 -0.020 0.13
H -1.3065 -1.4464 0.4922 -0.650 0.400 -0.271 0.13
H -0.0059 -2.0324 -0.2444 0.677 0.267 -0.672 0.13
H -0.6662 1.9478 0.1005 -0.168 0.100 -0.268 0.11
H 0.6426 2.8288 2.0352 -0.108 -0.034 0.069 0.15
H 1.4825 0.9873 3.5408 0.852 0.064 0.052 0.12
H 1.3383 -1.2951 2.1312 -0.016 0.115 0.062 0.11
H -0.2840 -1.0890 -3.3472 -0.274 0.317 -0.126 0.17
H 0.1720 0.4408 -2.8045 0.313 -0.141 -0.269 0.17
H 0.8055 -0.9681 -2.1560 0.191 0.361 0.032 0.17
```
Positions in Å, forces in eV/Å.

Density functional theory data (ωB97M-V/def2-TZVPD) for an isolated ion of composition C6H11N2 and charge +1 at a distorted geometry.

The charge is +1. As for the gap between HOMO and LUMO: 10.91 eV. As for the structure (SMILES): CC1=N[C@@H]2CC[NH2+][C@H]12. The value obtained for the relative energy (zero: lowest compared OMol25 entry of this formula, charge and spin) is 3.835 eV. Its HOMO energy is -14.4 eV. The total energy comes out at -9370.90004 eV.

Structure (XYZ):
```
19
Properties=species:S:1:pos:R:3:forces:R:3:lowdin_charge:R:1
C 1.2048 0.2522 0.6578 -3.402 0.610 0.148 -0.27
C -1.3231 -1.4128 0.2141 -2.275 -2.277 -0.761 -0.12
C -0.8550 -0.8633 -1.1674 0.513 -0.254 0.682 -0.10
C -0.2955 0.8694 0.4112 1.068 -1.376 1.237 -0.01
C -0.5365 -0.6899 1.2570 -0.561 3.815 -1.349 -0.20
C 2.3914 0.9667 0.2651 2.894 -1.452 1.707 -0.02
N 0.9197 -0.8538 1.2563 0.266 1.006 -0.861 0.16
N -0.8997 0.6318 -1.0164 0.718 0.423 2.276 0.08
H -2.5157 -1.2852 0.2016 2.603 0.204 0.681 0.17
H -1.2440 -2.5691 0.3897 0.253 2.034 -0.949 0.17
H 0.1434 -1.0803 -1.4107 1.641 -0.370 0.268 0.11
H -1.3321 -1.2494 -2.0180 -1.523 -0.056 -0.979 0.12
H -0.6098 1.9452 0.6862 0.682 -1.878 0.056 0.16
H -0.9796 -0.5330 2.2326 -0.011 -0.352 0.098 0.14
H 2.2655 1.6869 -0.4353 -1.072 1.907 -2.619 0.05
H 3.2023 0.3277 -0.0748 -0.057 -0.403 -0.106 0.11
H 2.9081 1.5748 1.0146 -0.488 -0.379 0.798 0.12
H -0.6136 1.3964 -1.6575 0.526 -1.402 -0.314 0.20
H -1.8307 0.8861 -0.8061 -1.776 0.199 -0.012 0.14
```
Positions in Å, forces in eV/Å.

- Among the records above, which one has the lowest relative energy (zero: lowest compared OMol25 entry of this formula, charge and spin)?
  number 1